1.
The following is a quantum chemistry calculation of a structure of composition C25H24Br2ClN4O3PbSSbSe4, from OMol25.

Gap between HOMO and LUMO: 0.2121 Eh
Charge: -2
HOMO: -1.9 eV
Relative energy (zero: lowest compared OMol25 entry of this formula, charge and spin): 70.18 kJ/mol

Each line ends with the natural charge from an NBO analysis.
Element x y z (Å)
Pb (-0.066, -0.896, 0.745)  1.094
C (-0.443, 1.591, 6.274)  -0.636
C (-0.828, 1.852, 4.848)  -0.054
C (-1.792, 2.783, 4.499)  -0.164
C (-2.177, 2.929, 3.176)  -0.234
C (-1.555, 2.121, 2.245)  0.156
Br (-1.983, 2.300, 0.400)  0.094
N (-0.636, 1.228, 2.542)  -0.525
C (-0.286, 1.091, 3.821)  0.093
H (-0.492, 2.501, 6.874)  0.198
H (0.565, 1.182, 6.338)  0.215
H (-1.123, 0.842, 6.690)  0.257
H (-2.264, 3.387, 5.267)  0.207
H (-2.930, 3.640, 2.870)  0.216
H (0.436, 0.308, 4.032)  0.232
Se (-2.471, -1.607, 5.296)  -0.842
Sb (-1.700, -2.866, 3.376)  1.128
Se (-2.610, -1.767, 1.280)  -0.884
Se (0.753, -2.374, 2.917)  -0.898
Se (-2.069, -5.245, 3.341)  -0.800
C (-2.262, -3.827, -3.744)  -0.626
C (-0.971, -3.729, -2.982)  -0.068
C (0.206, -4.309, -3.445)  -0.155
C (1.364, -4.224, -2.697)  -0.278
C (1.298, -3.552, -1.485)  0.193
Br (2.843, -3.468, -0.398)  0.096
N (0.207, -2.979, -1.033)  -0.478
C (-0.905, -3.062, -1.769)  0.063
H (-2.489, -4.866, -3.993)  0.206
H (-2.211, -3.264, -4.677)  0.216
H (-3.088, -3.427, -3.156)  0.234
H (0.213, -4.836, -4.394)  0.201
H (2.294, -4.664, -3.026)  0.222
H (-1.785, -2.592, -1.343)  0.234
S (-1.536, 0.881, -2.897)  -0.216
C (-1.240, -0.034, -4.248)  0.224
N (0.074, -0.300, -4.593)  -0.533
C (0.414, -1.013, -5.660)  0.127
C (-0.547, -1.515, -6.497)  -0.408
C (-1.872, -1.212, -6.131)  0.102
N (-2.223, -0.527, -5.072)  -0.479
H (0.882, 0.138, -4.009)  0.479
H (1.480, -1.145, -5.801)  0.219
H (-0.307, -2.094, -7.375)  0.216
H (-2.691, -1.578, -6.748)  0.181
C (3.016, 1.046, 2.610)  -0.628
C (2.107, 2.194, 2.288)  -0.028
C (1.646, 3.050, 3.270)  -0.229
C (0.812, 4.113, 2.948)  -0.044
Cl (0.242, 5.173, 4.220)  -0.044
C (0.432, 4.342, 1.646)  -0.239
C (0.890, 3.492, 0.642)  -0.282
C (1.711, 2.415, 0.956)  0.320
O (2.167, 1.516, 0.057)  -0.485
C (1.885, 1.745, -1.317)  -0.192
C (2.068, 0.483, -2.159)  0.780
O (2.092, 0.741, -3.413)  -0.815
O (2.068, -0.618, -1.622)  -0.687
H (3.203, 0.983, 3.681)  0.206
H (3.969, 1.144, 2.085)  0.219
H (2.586, 0.098, 2.285)  0.249
H (1.928, 2.884, 4.303)  0.221
H (-0.225, 5.168, 1.406)  0.222
H (0.571, 3.661, -0.375)  0.234
H (2.519, 2.547, -1.703)  0.184
H (0.837, 2.024, -1.464)  0.215

2.
The following is a quantum chemistry calculation of a structure of composition C25H24BrCdClIN5O3, from OMol25.

Gap between HOMO and LUMO: 0.3089 Eh
Charge: 0
HOMO: -8.1 eV

Each line ends with the natural charge from an NBO analysis.
Element x y z (Å)
Cd (0.265, -0.907, -0.753)  1.609
C (0.998, 2.134, 0.373)  -0.259
N (1.753, 0.894, 0.221)  -0.483
C (2.280, 0.445, 1.512)  -0.259
C (1.229, -0.240, 2.360)  0.216
C (1.119, 0.006, 3.718)  -0.256
C (0.184, -0.707, 4.454)  -0.143
C (-0.604, -1.645, 3.810)  -0.266
C (-0.436, -1.821, 2.444)  0.076
N (0.456, -1.133, 1.738)  -0.510
C (2.795, 0.971, -0.805)  -0.272
C (3.311, -0.393, -1.226)  0.246
C (4.447, -0.490, -2.011)  -0.216
C (4.867, -1.740, -2.412)  -0.131
C (4.151, -2.859, -2.006)  -0.255
C (3.032, -2.675, -1.221)  0.060
N (2.621, -1.462, -0.829)  -0.565
C (-0.239, 2.235, -0.492)  0.229
C (-0.677, 3.463, -0.956)  -0.244
C (-1.858, 3.523, -1.674)  -0.138
C (-2.564, 2.353, -1.908)  -0.264
C (-2.053, 1.169, -1.411)  0.094
N (-0.924, 1.116, -0.706)  -0.534
H (1.633, 3.013, 0.214)  0.198
H (0.648, 2.174, 1.410)  0.225
H (2.722, 1.280, 2.071)  0.187
H (3.074, -0.276, 1.321)  0.240
H (1.755, 0.747, 4.187)  0.220
H (0.070, -0.526, 5.516)  0.221
H (-1.345, -2.224, 4.344)  0.227
H (-1.029, -2.531, 1.879)  0.228
H (3.641, 1.577, -0.452)  0.189
H (2.386, 1.475, -1.689)  0.256
H (4.960, 0.407, -2.334)  0.224
H (5.732, -1.843, -3.054)  0.219
H (4.443, -3.855, -2.306)  0.224
H (2.421, -3.508, -0.896)  0.217
H (-0.087, 4.352, -0.771)  0.221
H (-2.214, 4.468, -2.061)  0.221
H (-3.481, 2.349, -2.479)  0.226
H (-2.555, 0.224, -1.572)  0.217
O (-6.254, -1.584, 3.420)  -0.649
C (-5.190, -1.329, 2.621)  0.353
C (-4.852, -2.119, 1.528)  -0.342
C (-3.741, -1.765, 0.787)  0.065
N (-2.974, -0.703, 1.064)  -0.489
C (-3.331, 0.019, 2.099)  0.187
Br (-2.238, 1.530, 2.503)  0.035
C (-4.415, -0.221, 2.924)  -0.346
H (-6.716, -2.368, 3.103)  0.486
H (-5.432, -2.994, 1.262)  0.223
H (-3.428, -2.361, -0.063)  0.235
H (-4.656, 0.417, 3.761)  0.245
I (-0.891, -3.310, -1.203)  -0.768
Cl (1.392, 2.982, -3.890)  -0.106
C (0.812, 1.432, -4.622)  -0.440
C (1.241, 0.269, -3.737)  0.751
O (2.364, -0.205, -3.918)  -0.702
O (0.367, -0.094, -2.892)  -0.871
H (1.281, 1.358, -5.597)  0.223
H (-0.268, 1.506, -4.697)  0.216

3.
The following is a quantum chemistry calculation of a structure of composition C25H24Cl2FN3PdSb, from OMol25.

Gap between HOMO and LUMO: 0.1913 Eh
Charge: -1
HOMO: -2.4 eV
Relative energy (zero: lowest compared OMol25 entry of this formula, charge and spin): 90.56 kJ/mol

Each line ends with the natural charge from an NBO analysis.
Element x y z (Å)
Pd (0.037, -0.249, 1.035)  0.725
C (-3.050, -1.382, -0.229)  -0.639
C (-3.029, -0.735, 1.127)  0.259
C (-4.078, -0.975, 1.995)  -0.311
C (-4.099, -0.323, 3.227)  -0.164
C (-3.151, 0.637, 3.471)  -0.316
C (-2.132, 0.894, 2.539)  -0.043
N (-2.024, 0.113, 1.426)  -0.555
Sb (-1.075, 2.724, 2.853)  0.206
C (1.820, 0.636, 2.110)  -0.020
C (2.887, 0.849, 2.988)  -0.317
C (4.054, 0.116, 2.838)  -0.167
C (4.182, -0.772, 1.775)  -0.292
C (3.098, -0.977, 0.933)  0.235
C (3.158, -1.898, -0.249)  -0.645
N (1.975, -0.297, 1.175)  -0.474
C (-0.436, 3.093, 0.859)  -0.041
C (-0.130, 4.404, 0.457)  -0.300
C (0.259, 4.644, -0.841)  -0.177
C (0.310, 3.584, -1.746)  -0.307
C (-0.018, 2.318, -1.290)  0.233
C (0.058, 1.113, -2.185)  -0.641
N (-0.371, 2.082, -0.022)  -0.539
H (-4.053, -1.302, -0.652)  0.207
H (-2.776, -2.434, -0.169)  0.233
H (-2.340, -0.880, -0.880)  0.229
H (-4.861, -1.666, 1.709)  0.203
H (-4.884, -0.531, 3.945)  0.201
H (-3.174, 1.225, 4.382)  0.212
H (2.788, 1.565, 3.796)  0.207
H (4.872, 0.237, 3.541)  0.201
H (5.097, -1.322, 1.603)  0.205
H (4.187, -2.189, -0.458)  0.205
H (2.744, -1.395, -1.123)  0.227
H (2.562, -2.796, -0.075)  0.244
H (-0.203, 5.213, 1.173)  0.208
H (0.522, 5.644, -1.168)  0.197
H (0.609, 3.738, -2.775)  0.198
H (0.222, 1.390, -3.227)  0.199
H (-0.866, 0.541, -2.096)  0.221
H (0.874, 0.473, -1.843)  0.229
F (0.136, -6.079, -1.177)  -0.363
C (0.058, -4.794, -0.729)  0.424
C (-0.153, -3.775, -1.633)  -0.337
C (-0.224, -2.468, -1.164)  -0.252
C (-0.124, -2.138, 0.192)  -0.259
C (0.090, -3.221, 1.058)  -0.255
C (0.189, -4.538, 0.617)  -0.334
H (-0.248, -4.006, -2.687)  0.211
H (-0.376, -1.688, -1.903)  0.200
H (0.194, -3.064, 2.124)  0.208
H (0.379, -5.351, 1.308)  0.214
Cl (1.082, -1.109, 6.598)  -0.070
C (0.157, -0.222, 5.364)  -0.390
Cl (-0.027, -1.151, 3.877)  0.007
H (0.683, 0.696, 5.124)  0.241
H (-0.827, -0.023, 5.771)  0.218

4.
The following is a quantum chemistry calculation of a structure of composition C25H24Cl2N5O5SbV, from OMol25.

Gap between HOMO and LUMO (alpha / beta): 0.3187 / 0.3386 Eh
Charge: +1
Spin multiplicity: 3
HOMO (alpha / beta): -11.7 / -12.4 eV
Relative energy (zero: lowest compared OMol25 entry of this formula, charge and spin): 35.36 kJ/mol

Each line ends with the natural charge from an NBO analysis.
Element x y z (Å)
V (-0.615, 0.496, 0.245)  1.640
C (-2.636, -1.474, 2.040)  -0.639
C (-1.603, -0.742, 2.846)  0.268
C (-1.644, -0.859, 4.231)  -0.224
C (-0.777, -0.143, 5.025)  -0.118
C (0.116, 0.720, 4.407)  -0.264
C (0.145, 0.782, 3.026)  -0.066
N (-0.664, 0.028, 2.250)  -0.566
Sb (1.627, 2.162, 2.261)  1.120
C (0.576, 3.336, 0.787)  -0.062
C (0.483, 4.697, 0.983)  -0.261
C (-0.070, 5.473, -0.030)  -0.123
C (-0.459, 4.864, -1.202)  -0.222
C (-0.324, 3.485, -1.351)  0.248
C (-0.705, 2.822, -2.643)  -0.637
N (0.172, 2.734, -0.353)  -0.551
C (2.299, 0.734, 0.799)  -0.063
C (3.649, 0.452, 0.789)  -0.277
C (4.160, -0.387, -0.194)  -0.118
C (3.302, -0.841, -1.167)  -0.234
C (1.951, -0.506, -1.139)  0.287
C (1.092, -0.947, -2.288)  -0.650
N (1.440, 0.227, -0.124)  -0.589
H (-3.512, -1.656, 2.658)  0.242
H (-2.254, -2.446, 1.719)  0.242
H (-2.951, -0.922, 1.161)  0.250
H (-2.392, -1.504, 4.672)  0.237
H (-0.808, -0.233, 6.104)  0.238
H (0.781, 1.344, 4.990)  0.234
H (0.829, 5.147, 1.905)  0.233
H (-0.171, 6.544, 0.092)  0.237
H (-0.876, 5.444, -2.016)  0.236
H (-1.776, 2.916, -2.825)  0.259
H (-0.461, 1.765, -2.617)  0.220
H (-0.175, 3.293, -3.473)  0.235
H (4.294, 0.888, 1.540)  0.236
H (5.211, -0.649, -0.213)  0.238
H (3.660, -1.455, -1.984)  0.237
H (0.852, -2.011, -2.223)  0.248
H (1.641, -0.804, -3.218)  0.248
H (0.155, -0.405, -2.348)  0.233
O (-2.271, -2.771, -1.197)  -0.510
C (-1.323, -2.305, -0.653)  0.774
O (-1.192, -0.967, -0.459)  -0.841
C (-0.196, -3.163, -0.128)  0.051
C (-0.157, -4.503, -0.479)  -0.196
C (0.856, -5.287, 0.050)  -0.157
C (1.774, -4.703, 0.908)  -0.232
C (1.648, -3.352, 1.197)  0.048
N (0.685, -2.585, 0.686)  -0.421
H (-0.912, -4.900, -1.144)  0.254
H (0.924, -6.338, -0.199)  0.234
H (2.575, -5.284, 1.349)  0.233
H (2.344, -2.864, 1.871)  0.197
Cl (-0.309, -1.477, -5.439)  -0.033
C (-1.542, -0.238, -5.146)  -0.392
Cl (-2.254, -0.370, -3.541)  0.016
H (-2.328, -0.366, -5.876)  0.233
H (-1.072, 0.732, -5.235)  0.216
O (-3.471, 3.070, 0.169)  -0.331
N (-2.746, 2.123, 0.055)  0.722
O (-2.686, 1.368, -0.936)  -0.447
O (-1.907, 1.812, 1.023)  -0.620